{"formula": "C3H7N2OP", "method": "wB97M-V/def2-TZVPD", "symbols": ["C", "C", "C", "N", "N", "O", "P", "H", "H", "H", "H", "H", "H", "H"], "positions_angstrom": [[2.12283, 0.00358, 0.08253], [1.02959, -0.94955, 0.21356], [-0.89138, 0.94335, -1.37362], [1.78768, -0.26771, 1.23691], [-0.99265, 0.35410, 1.43647], [-1.57057, -1.62689, -0.39852], [-0.76777, -0.46693, -0.06986], [2.82581, 0.53344, -0.65796], [1.14694, -2.24206, -0.09355], [0.02007, 0.98048, -1.98915], [-1.93377, 0.82896, -1.74387], [-0.81121, 1.70476, -0.57552], [-0.10886, 0.26789, 1.98847], [-1.85669, -0.06343, 1.94411]], "smiles": "C[P@@](N)(=O)[C@H]1C=N1", "orbital_gap_ha": 0.379, "de_lowest_kcal_mol": 20.6}



{"formula": "H22O11", "method": "wB97M-V/def2-TZVPD", "symbols": ["H", "H", "H", "H", "H", "H", "H", "H", "H", "H", "H", "H", "H", "H", "H", "H", "H", "H", "H", "H", "H", "H", "O", "O", "O", "O", "O", "O", "O", "O", "O", "O", "O"], "positions_angstrom": [[-0.86998, 0.55065, 0.17864], [0.38983, 0.27806, -0.62671], [-1.49774, 2.62184, -2.74925], [-2.45885, 3.02590, -1.64333], [4.88464, -3.40020, -0.75321], [4.06536, -2.12054, -0.71732], [-2.56041, -0.79233, -2.17974], [-2.47231, -1.91273, -1.15652], [1.14301, -1.18982, 0.04859], [2.13821, -0.85565, -1.05048], [-0.31911, 2.00368, 2.71046], [-0.20921, 0.93296, 3.78354], [1.75413, -0.41658, 1.78338], [1.62352, -1.37465, 2.95602], [3.92752, 1.78008, 1.14953], [2.92889, 2.50155, 0.25944], [-1.65383, -3.10101, 1.46926], [-1.10373, -2.93407, 0.06229], [0.15427, 1.74756, -2.04655], [0.71789, 3.01495, -2.66791], [-5.35888, -0.69084, 1.53055], [-5.14717, -0.30239, 0.07648], [-0.50828, 0.61726, -0.71227], [-1.51969, 2.92232, -1.83370], [4.53015, -2.70857, -1.32327], [-2.03467, -1.56419, -1.94136], [1.23165, -1.15149, -0.91040], [-0.34878, 1.87934, 3.66578], [1.32769, -1.23921, 2.04875], [3.51449, 2.64007, 1.01235], [-1.90574, -2.81600, 0.58366], [0.31363, 2.67961, -1.85976], [-4.67649, -0.62558, 0.85301]], "smiles": "O.O.O.O.O.O.O.O.O.O.O", "orbital_gap_ha": 0.306, "de_lowest_kcal_mol": 125.0}